2 unconnected molecules or ions with the total composition C3H10N2O2 in a non-equilibrium geometry. Source: OMol25; level of theory: wB97M-V/def2-TZVPD.

Results
energy relative to the best compared isomer or geometry (same formula, charge and spin): 131.1 kcal per mole
E: -10343.8028 eV
E_HOMO: -5.5 eV
HOMO-LUMO gap: 6.458 eV
F_max: 3.22 eV/Å

```
! RIJCOSX wB97M-V def2-TZVPD def2/J DEFGRID3
* xyz 0 1
C -1.174 0.617 -0.318
C 0.947 -0.200 -1.485
C 0.288 0.654 2.247
N -0.022 -0.231 1.134
N 1.308 -1.116 -2.415
O -0.740 -0.073 -1.326
O -2.461 0.333 0.166
H -2.743 -0.458 -0.313
H -0.898 1.664 -0.155
H -0.692 -0.951 1.400
H 0.942 -2.051 -2.291
H 2.101 -1.052 -3.041
H 1.240 0.812 -1.755
H 0.818 -0.665 0.569
H 1.096 1.327 1.959
H 0.587 0.134 3.161
H -0.596 1.255 2.462
*
```

natural (NBO) population analysis, charges in e, atoms 1 to 6: atom 1 (C): 0.6399, atom 2 (C): -0.1584, atom 3 (C): -0.4209, atom 4 (N): -0.7808, atom 5 (N): -0.8708, atom 6 (O): -0.5924



A molecular structure, C19H43GaO14PS4. Source: OMol25; level of theory: wB97M-V/def2-TZVPD.

Results
E: -154070.2684 eV
E_HOMO: -4.8 eV
HOMO-LUMO gap: 6.448 eV
F_max: 0.54 eV/Å

```
! RIJCOSX wB97M-V def2-TZVPD def2/J DEFGRID3
* xyz -1 1
O 8.818 -3.617 -0.751
P 8.027 -2.628 -1.576
Ga 6.069 -1.683 -0.610
C 4.652 -3.123 -0.341
O 3.352 -2.546 -0.602
C 2.250 -3.229 -0.248
C 1.059 -2.496 -0.191
C -0.137 -3.112 0.126
C -0.176 -4.482 0.403
C 1.007 -5.209 0.363
C 2.217 -4.600 0.043
H 7.784 -3.137 -2.889
H 8.849 -1.531 -1.973
H 5.560 -0.523 -1.595
H 6.499 -1.078 0.805
H 4.789 -4.013 -0.965
H 4.676 -3.450 0.706
H 1.105 -1.434 -0.403
H -1.031 -2.499 0.163
H -1.113 -4.972 0.649
H 0.994 -6.271 0.585
H 3.130 -5.185 0.024
O -2.498 -0.773 0.697
S -3.705 -0.604 1.450
O -4.869 -0.098 0.787
O -3.373 0.305 2.711
C -2.492 1.435 2.482
C -3.138 2.588 1.753
C -4.110 -2.075 2.316
H -1.618 1.075 1.939
H -2.170 1.722 3.481
H -3.377 2.321 0.725
H -2.437 3.420 1.729
H -4.060 2.906 2.243
H -3.227 -2.434 2.835
H -4.432 -2.801 1.572
H -4.916 -1.866 3.013
O -0.657 4.046 0.038
S 0.624 4.680 -0.073
O 0.947 5.746 0.826
O 0.831 5.156 -1.570
C -0.222 5.942 -2.185
C -0.186 7.391 -1.750
C 1.896 3.468 -0.038
H -1.183 5.475 -1.969
H -0.027 5.846 -3.250
H -0.447 7.502 -0.699
H -0.897 7.962 -2.348
H 0.811 7.807 -1.896
H 1.652 2.683 -0.748
H 1.924 3.073 0.974
H 2.840 3.948 -0.284
O 1.197 5.722 -5.499
S 1.757 5.383 -6.774
O 0.967 4.636 -7.703
O 3.146 4.662 -6.539
C 3.175 3.563 -5.584
C 2.619 2.279 -6.159
C 2.376 6.826 -7.564
H 2.643 3.872 -4.684
H 4.229 3.463 -5.336
H 1.548 2.352 -6.340
H 2.796 1.466 -5.455
H 3.108 2.040 -7.102
H 3.002 7.368 -6.862
H 1.510 7.419 -7.848
H 2.936 6.524 -8.445
O -4.738 -3.972 4.751
S -4.041 -4.794 5.697
O -3.219 -5.859 5.219
O -5.098 -5.360 6.741
C -6.283 -5.995 6.199
C -6.018 -7.405 5.719
C -3.124 -3.792 6.810
H -6.685 -5.363 5.407
H -6.987 -5.985 7.029
H -5.371 -7.414 4.844
H -6.964 -7.879 5.456
H -5.536 -7.991 6.501
H -3.772 -3.009 7.193
H -2.302 -3.368 6.236
H -2.743 -4.421 7.609
*
```

Mulliken population analysis, charges in e, atoms 1 to 6: atom 1 (O): -0.6861, atom 2 (P): 0.2253, atom 3 (Ga): 0.2048, atom 4 (C): -0.7598, atom 5 (O): -0.3294, atom 6 (C): 0.5187



4 unconnected molecules or ions with the total composition C29H51BrN6O4P. Source: OMol25; level of theory: wB97M-V/def2-TZVPD.

Results
E: -127357.3248 eV
E_HOMO: -11.5 eV
HOMO-LUMO gap: 7.952 eV
F_max: 0.71 eV/Å

```
! RIJCOSX wB97M-V def2-TZVPD def2/J DEFGRID3
* xyz 1 1
C -1.769 -1.563 -3.789
O -0.387 -1.256 -3.824
C -0.115 0.070 -4.259
C 0.194 1.022 -3.108
C 1.123 0.392 -2.047
N 0.550 0.459 -0.685
C 0.488 1.677 -0.063
P 1.104 3.357 -0.607
N 2.494 3.034 -1.540
O -0.024 3.682 -1.773
C -0.029 1.749 1.201
C -0.525 0.617 1.845
C -1.031 0.782 3.248
O -2.144 0.521 3.621
O -0.068 1.307 3.995
C -0.471 -0.612 1.203
C -1.014 -1.830 1.908
C -2.527 -2.056 1.652
C -2.965 -2.086 0.185
C -4.508 -2.085 0.024
N -5.062 -0.952 -0.728
C 0.117 -0.665 -0.076
C 0.297 -2.006 -0.744
C 1.740 -2.552 -0.676
C 1.757 -4.079 -0.851
Br 2.609 -2.077 1.014
H -2.154 -1.756 -4.793
H -2.353 -0.779 -3.296
H -1.890 -2.480 -3.207
H 0.691 0.058 -4.987
H -0.995 0.454 -4.787
H 0.676 1.908 -3.517
H -0.722 1.373 -2.629
H 1.269 -0.642 -2.320
H 2.107 0.849 -2.026
H 3.302 3.513 -1.156
H 2.394 3.329 -2.508
H -0.097 4.646 -1.819
H -0.028 2.694 1.729
H -0.461 1.701 4.804
H -0.457 -2.722 1.631
H -0.904 -1.700 2.983
H -3.096 -1.307 2.203
H -2.769 -3.031 2.080
H -2.577 -1.229 -0.373
H -2.580 -3.005 -0.267
H -5.004 -2.151 0.994
H -4.801 -2.980 -0.526
H -4.614 -0.086 -0.447
H -4.848 -1.073 -1.712
H 0.023 -1.896 -1.795
H -0.384 -2.732 -0.321
H 2.348 -2.102 -1.454
H 1.842 -4.586 0.108
H 2.633 -4.363 -1.433
H 0.854 -4.422 -1.356
C 3.017 1.216 3.848
C 4.512 1.024 4.064
C 5.243 2.361 4.230
C 5.066 3.190 3.033
N 4.914 3.808 2.078
H 2.838 1.800 2.943
H 2.509 0.259 3.729
H 2.554 1.739 4.685
H 4.941 0.488 3.215
H 4.686 0.411 4.950
H 6.310 2.206 4.388
H 4.853 2.909 5.090
C -4.084 4.209 7.675
C -4.364 4.216 6.177
C -3.607 3.114 5.424
C -2.157 3.271 5.572
N -1.027 3.419 5.729
H -3.031 4.402 7.886
H -4.666 4.982 8.175
H -4.350 3.248 8.120
H -4.099 5.188 5.758
H -5.431 4.073 6.001
H -3.845 3.136 4.360
H -3.877 2.127 5.803
C 1.886 -2.758 -8.661
C 2.486 -3.748 -7.670
C 2.016 -3.509 -6.230
C 2.400 -2.176 -5.756
N 2.702 -1.124 -5.411
H 2.190 -1.734 -8.434
H 2.218 -2.981 -9.673
H 0.795 -2.800 -8.648
H 3.575 -3.692 -7.708
H 2.209 -4.764 -7.954
H 2.450 -4.247 -5.555
H 0.929 -3.592 -6.162
*
```

Mulliken population analysis, charges in e, atoms 1 to 6: atom 1 (C): -1.0184, atom 2 (O): -0.3270, atom 3 (C): -1.1652, atom 4 (C): -0.5334, atom 5 (C): -1.3637, atom 6 (N): 0.3992



2 unconnected molecules or ions with the total composition C4H6N2O. Source: OMol25; level of theory: wB97M-V/def2-TZVPD.

Results
energy relative to the best compared isomer or geometry (same formula, charge and spin): 155.1 kcal per mole
E: -9266.7775 eV
E_HOMO (alpha / beta): -8.9 / -8.9 eV
HOMO-LUMO gap (alpha / beta): 9.292 / 9.291 eV
F_max: 0.54 eV/Å

```
! RIJCOSX wB97M-V def2-TZVPD def2/J DEFGRID3
* xyz 0 1
C -2.515 0.719 0.185
O -1.770 -0.494 0.010
C -0.462 -0.388 -0.102
N 0.276 0.586 -0.192
N 1.315 1.259 -0.043
C 2.840 -1.150 0.204
C 1.984 -1.972 0.004
H -3.546 0.414 0.365
H -2.129 1.278 1.043
H -2.452 1.328 -0.722
H 1.641 1.538 -0.977
H 3.604 -0.432 0.405
H 1.213 -2.687 -0.180
*
```

natural (NBO) population analysis, charges in e, atoms 1 to 6: atom 1 (C): -0.2616, atom 2 (O): -0.4837, atom 3 (C): 0.4136, atom 4 (N): -0.1296, atom 5 (N): -0.4120, atom 6 (C): -0.2566



A molecular structure, C8H9NS2V in a non-equilibrium geometry. Source: OMol25; level of theory: wB97M-V/def2-TZVPD.

Results
energy relative to the best compared isomer or geometry (same formula, charge and spin): 18.0 kcal per mole
E: -57268.1201 eV
E_HOMO (alpha / beta): -16.1 / -15.9 eV
HOMO-LUMO gap (alpha / beta): 5.113 / 4.885 eV
F_max: 3.79 eV/Å

```
! RIJCOSX wB97M-V def2-TZVPD def2/J DEFGRID3
* xyz 2 2
V -0.395 -0.245 -0.695
C 0.867 0.333 -2.307
H 1.706 0.777 -1.728
H 0.875 -0.597 -2.927
H 0.063 0.985 -2.684
H -1.711 -1.316 -1.379
H -2.177 -0.845 -0.976
S 0.534 -2.418 -0.446
C 0.801 -1.873 1.097
N 0.446 -0.584 1.281
C 0.459 -0.255 2.650
C 0.152 1.021 3.131
C -0.019 1.251 4.497
C 0.089 0.186 5.422
C 0.386 -1.131 4.970
C 0.575 -1.334 3.580
S 0.930 -2.791 2.579
H 0.059 1.809 2.402
H -0.231 2.264 4.869
H -0.044 0.392 6.505
H 0.478 -1.943 5.709
*
```

natural (NBO) population analysis, charges in e, atoms 1 to 6: atom 1 (V): 1.2404, atom 2 (C): -0.6613, atom 3 (H): 0.2787, atom 4 (H): 0.2766, atom 5 (H): 0.2324, atom 6 (H): 0.0785



8 unconnected molecules or ions with the total composition C28H69N3O8 in a non-equilibrium geometry. Source: OMol25; level of theory: wB97M-V/def2-TZVPD.

Results
energy relative to the best compared isomer or geometry (same formula, charge and spin): 26.6 kcal per mole
E: -51000.7069 eV
structure (SMILES): CC1(C)CCCC(C)(C)N1O.CC1(C)CCCC(C)(C)N1O.CC1(C)CCCC(C)(C)N1O.CO.O.O.O.O
E_HOMO: -8.6 eV
HOMO-LUMO gap: 8.935 eV
F_max: 5.25 eV/Å

```
! RIJCOSX wB97M-V def2-TZVPD def2/J DEFGRID3
* xyz 0 1
C -3.484 1.633 7.740
C -3.161 1.075 6.345
C -3.548 2.169 5.365
C -1.646 0.788 6.231
C -1.221 -0.069 5.010
C -2.113 -1.308 5.014
C -3.623 -1.042 5.045
C -4.043 -0.465 3.701
C -4.302 -2.420 5.250
N -3.833 -0.196 6.273
O -5.248 -0.049 6.376
H -3.372 0.777 8.427
H -2.933 2.479 8.167
H -4.545 1.878 7.843
H -2.967 2.994 5.714
H -3.253 1.978 4.289
H -4.598 2.471 5.458
H -1.082 1.705 6.140
H -1.328 0.283 7.116
H -1.431 0.564 4.197
H -0.176 -0.443 5.086
H -1.881 -1.844 5.885
H -1.848 -1.995 4.202
H -3.405 0.298 3.296
H -5.046 -0.053 3.737
H -4.099 -1.243 3.000
H -5.380 -2.363 5.471
H -3.910 -2.920 6.151
H -4.104 -3.048 4.386
H -5.472 0.549 5.575
C 3.117 -0.057 -2.504
C 4.317 -0.886 -1.921
C 4.836 -0.249 -0.654
C 3.780 -2.327 -1.569
C 3.582 -3.143 -2.794
C 4.923 -3.396 -3.432
C 5.483 -2.043 -3.931
C 6.963 -2.211 -4.311
C 4.722 -1.515 -5.149
N 5.468 -1.035 -2.781
O 5.972 0.196 -3.213
H 2.397 0.274 -1.760
H 3.564 0.824 -2.996
H 2.626 -0.541 -3.335
H 5.356 0.680 -0.952
H 4.026 0.038 0.006
H 5.471 -0.950 -0.106
H 4.377 -2.783 -0.807
H 2.783 -2.172 -1.056
H 3.169 -4.060 -2.479
H 2.826 -2.729 -3.417
H 4.899 -3.983 -4.369
H 5.590 -3.845 -2.730
H 7.076 -3.101 -4.829
H 7.583 -2.347 -3.460
H 7.320 -1.412 -4.929
H 4.693 -2.069 -6.054
H 5.198 -0.540 -5.422
H 3.695 -1.241 -5.018
H 5.446 0.443 -4.026
C -0.848 1.948 -3.948
C -1.265 0.557 -3.506
C -2.760 0.525 -3.869
C -0.494 -0.479 -4.307
C -0.693 -1.850 -3.806
C -0.313 -1.922 -2.311
C -1.089 -0.983 -1.472
C -2.532 -1.445 -1.296
C -0.390 -1.073 -0.088
N -0.935 0.336 -2.072
O -1.669 1.244 -1.306
H 0.169 2.173 -3.799
H -1.177 2.086 -4.993
H -1.367 2.756 -3.452
H -2.885 0.956 -4.853
H -3.220 -0.460 -3.938
H -3.285 1.037 -3.114
H -0.626 -0.347 -5.387
H 0.535 -0.197 -4.164
H -1.723 -2.245 -3.916
H -0.073 -2.486 -4.344
H 0.778 -1.729 -2.295
H -0.364 -2.895 -1.938
H -2.971 -1.011 -0.373
H -2.454 -2.489 -1.132
H -3.196 -1.186 -2.135
H 0.666 -1.243 -0.109
H -0.714 -1.943 0.439
H -0.579 -0.243 0.577
H -2.519 0.825 -1.164
C 2.272 2.993 -1.002
O 0.921 2.955 -1.485
H 2.737 3.614 -1.724
H 2.356 3.327 0.027
H 2.796 2.037 -1.085
H 0.477 2.114 -1.326
O -3.299 4.062 0.960
H -3.643 4.928 1.111
H -2.705 4.199 0.217
O -1.990 1.621 1.615
H -2.630 2.343 1.713
H -1.718 1.586 0.672
O -1.604 4.925 -1.416
H -1.989 4.603 -2.236
H -0.716 4.466 -1.477
O 1.208 2.150 2.321
H 0.269 2.593 2.264
H 1.051 1.264 2.434
*
```

Mulliken population analysis, charges in e, atoms 1 to 6: atom 1 (C): -2.0484, atom 2 (C): 1.8611, atom 3 (C): -1.5934, atom 4 (C): -1.5612, atom 5 (C): 0.1258, atom 6 (C): -1.5306



Which of these has the highest E? C4H6N2O